{"formula": "C2H4FN3", "method": "ωB97M-V/def2-TZVPD", "symbols": ["C", "C", "N", "N", "N", "F", "H", "H", "H", "H"], "coordinates": [[0.64775, 0.46106, 0.02228], [-0.61321, 0.25611, -0.71337], [-0.96755, -1.01892, -0.67055], [-0.28492, -1.57609, 0.19486], [0.61552, -0.83604, 0.72118], [-1.66243, 1.14605, 0.59549], [1.44628, 0.53238, -0.77590], [0.53074, 1.37015, 0.74158], [-1.08570, 0.92114, -1.35871], [1.37352, -1.25583, 1.24313]], "forces_ev_per_a": [[0.246, 1.167, 0.503], [-1.211, 3.172, 2.646], [-2.482, -0.504, -1.806], [1.183, -3.501, 1.891], [1.323, 1.806, -0.107], [1.027, -1.185, -1.291], [-0.202, -0.042, 1.216], [0.518, -1.676, -1.481], [-0.055, 0.793, -1.506], [-0.348, -0.030, -0.064]], "mulliken_charge": [-0.29, 0.07, -0.25, -0.37, 0.18, -0.59, 0.27, 0.28, 0.43, 0.26], "de_lowest_kj_mol": 280.0, "e_tot_ha": -342.61628, "max_force_ev_per_a": 4.3, "homo_ev": -10.34}


{"formula": "C3H7BCl2O2", "method": "ωB97M-V/def2-TZVPD", "symbols": ["O", "B", "O", "C", "Cl", "C", "C", "Cl", "H", "H", "H", "H", "H", "H", "H"], "coordinates": [[-2.18125, -0.31343, -0.15701], [-1.44222, 0.20616, 0.84988], [-2.18107, 0.34549, 2.13386], [0.07416, 0.54722, 0.52220], [-0.50625, 2.40213, -0.53322], [0.81138, -0.21465, -0.48345], [2.26414, 0.26058, -0.58210], [3.12002, 0.16655, 0.97580], [-3.18172, -0.28410, -0.08680], [-2.99755, -0.14204, 2.10316], [0.69873, 1.06196, 1.21533], [0.18663, -0.11971, -1.38418], [0.84721, -1.32502, -0.30987], [2.77861, -0.45653, -1.30484], [2.19077, 1.21380, -0.92760]], "forces_ev_per_a": [[-1.546, -0.300, -0.965], [-2.567, 0.120, 2.523], [3.004, 0.414, -2.063], [-1.851, 2.095, -0.249], [0.616, -1.814, 1.116], [0.281, -1.574, -0.229], [-0.305, -3.976, -0.973], [-0.081, 0.078, -0.153], [2.076, -0.053, 0.066], [-0.409, -0.196, -0.087], [0.084, 0.095, 0.814], [0.815, -0.014, -0.262], [-0.407, 0.887, 0.424], [-0.366, 1.359, 0.922], [0.658, 2.879, -0.886]], "mulliken_charge": [-0.54, 0.58, -0.56, -0.46, -0.29, -0.46, -0.50, -0.19, 0.30, 0.27, 0.47, 0.37, 0.33, 0.32, 0.35], "de_lowest_kj_mol": 91.0, "e_tot_ha": -1214.28863, "smiles": "OB(O)[C@H](Cl)CCCl", "max_force_ev_per_a": 4.1, "homo_ev": -10.57}


{"formula": "C13H25F4O2P", "method": "ωB97M-V/def2-TZVPD", "symbols": ["C", "C", "C", "C", "C", "C", "C", "O", "P", "C", "C", "C", "F", "C", "C", "O", "C", "F", "F", "F", "H", "H", "H", "H", "H", "H", "H", "H", "H", "H", "H", "H", "H", "H", "H", "H", "H", "H", "H", "H", "H", "H", "H", "H", "H"], "coordinates": [[1.09783, 0.09768, 1.69195], [2.41342, -0.57958, 1.29806], [2.27115, -2.08262, 1.55465], [2.83520, -0.41465, -0.17306], [2.68148, 0.96879, -0.81137], [2.94308, 2.16156, 0.12840], [1.36295, 1.12714, -1.60048], [0.37819, 0.16577, -1.21430], [-1.07738, 0.44082, -1.96196], [-2.04710, -1.08624, -1.61915], [-1.34683, -2.09303, -0.69374], [-2.28552, -3.22610, -0.38779], [-1.80865, -3.96225, 0.68429], [-1.86154, 1.86691, -1.04395], [-2.03848, 1.71529, 0.46508], [-2.19475, 3.01298, 1.04201], [-3.28828, 0.87762, 0.84112], [-3.88101, 1.38054, 1.89573], [-4.19440, 0.86676, -0.11577], [-2.98740, -0.37344, 1.13306], [0.85557, 0.96814, 1.10218], [1.12627, 0.37883, 2.74002], [0.29703, -0.62665, 1.59611], [3.23398, -0.22337, 1.91250], [1.38565, -2.41251, 1.01688], [3.10975, -2.63339, 1.13958], [2.10626, -2.30350, 2.60328], [3.87736, -0.70874, -0.25533], [2.29335, -1.15465, -0.75407], [3.43805, 1.03431, -1.58378], [2.87620, 1.93906, 1.18724], [2.25210, 2.97442, -0.06232], [3.92519, 2.57948, -0.05846], [0.99884, 2.14881, -1.55597], [1.57688, 0.95309, -2.65587], [-2.17699, -1.57044, -2.57948], [-3.04556, -0.89735, -1.23942], [-0.49338, -2.52833, -1.20299], [-1.01097, -1.63002, 0.22220], [-3.27280, -2.86227, -0.11225], [-2.38202, -3.91038, -1.22736], [-1.17911, 2.69288, -1.20221], [-2.78036, 2.12918, -1.55558], [-1.14653, 1.31698, 0.92338], [-2.83675, 3.48249, 0.48895]], "forces_ev_per_a": [[0.314, -0.264, 0.305], [-0.023, -0.440, -0.377], [-0.207, 0.333, -0.300], [-0.102, 0.083, 0.212], [-0.460, 0.356, 0.099], [0.187, 0.023, -0.045], [0.616, -0.624, -0.520], [-0.942, 0.348, 0.656], [-0.082, 0.580, -1.744], [0.587, -0.408, 0.656], [-0.201, -0.103, -0.490], [-0.256, 0.006, 0.201], [0.189, -0.251, 0.242], [0.626, -1.332, 0.696], [-0.687, 1.237, -0.371], [-0.081, -0.053, -0.259], [1.258, 0.800, 0.263], [-0.605, 0.489, 1.275], [-0.969, -0.093, -1.281], [0.425, -1.305, 0.098], [0.033, 0.220, -0.078], [-0.015, 0.154, 0.209], [-0.311, 0.021, -0.150], [0.073, 0.313, 0.214], [-0.153, -0.221, -0.085], [0.249, -0.159, 0.257], [0.188, -0.137, 0.208], [0.272, -0.054, 0.122], [-0.189, -0.014, -0.260], [0.227, -0.016, -0.191], [0.008, -0.156, 0.092], [-0.248, 0.156, -0.053], [0.307, 0.002, 0.086], [-0.239, 0.193, 0.339], [-0.035, -0.075, -0.181], [-0.045, 0.046, -0.346], [-0.084, 0.346, 0.001], [0.406, 0.192, 0.035], [0.034, 0.072, 0.245], [-0.166, 0.059, 0.070], [-0.057, -0.049, -0.184], [0.242, 0.190, -0.017], [-0.272, -0.103, -0.086], [0.036, -0.419, 0.166], [0.152, 0.056, 0.271]], "mulliken_charge": [-1.14, 0.85, -1.69, -1.31, 0.43, -1.61, -1.03, 0.17, -0.52, -1.00, 0.20, -0.64, -0.33, -1.14, 0.85, -0.61, 0.71, -0.32, -0.30, -0.23, 0.16, 0.30, 0.37, 0.32, 0.31, 0.41, 0.40, 0.47, 0.39, 0.61, 0.37, 0.33, 0.37, 0.34, 0.41, 0.59, 0.47, 0.60, -0.25, 0.33, 0.35, 0.50, 0.59, -0.47, 0.38], "e_tot_ha": -1401.62685, "smiles": "CC(C)C[C@H](C)COP(CCCF)C[C@@H](O)C(F)(F)F", "max_force_ev_per_a": 1.8, "homo_ev": -8.31}


{"formula": "C23H24ClN2OS2Sn", "method": "ωB97M-V/def2-TZVPD", "symbols": ["Sn", "C", "N", "C", "C", "N", "C", "C", "C", "C", "C", "C", "C", "S", "C", "C", "C", "C", "C", "C", "S", "H", "H", "H", "H", "H", "H", "H", "H", "H", "H", "H", "H", "H", "H", "H", "H", "H", "H", "O", "Cl", "C", "C", "C", "C", "C", "C", "C", "H", "H", "H", "H", "H", "H"], "coordinates": [[0.04515, -0.43966, 0.06462], [-2.37865, 1.05223, 1.49826], [-0.91784, 1.25093, 1.40845], [-0.60315, 2.45591, 0.60499], [-0.92477, 2.36120, -0.88154], [-0.24610, 1.25795, -1.55404], [1.18950, 1.49490, -1.89323], [-0.98483, 0.73361, -2.68913], [-1.15028, 1.60186, -3.77122], [-1.82449, 1.22513, -4.91348], [-2.34977, -0.06403, -4.97419], [-2.20602, -0.91715, -3.90420], [-1.53149, -0.54790, -2.72215], [-1.51115, -1.68754, -1.41636], [-0.26822, 1.35309, 2.71855], [-0.91050, 2.09292, 3.71248], [-0.34518, 2.27131, 4.95887], [0.89980, 1.70237, 5.21642], [1.54444, 0.98854, 4.23270], [0.99426, 0.79718, 2.94932], [1.88748, -0.07618, 1.75190], [-2.84772, 1.92294, 1.95937], [-2.59194, 0.16022, 2.08184], [-2.77641, 0.92530, 0.49226], [0.45487, 2.67424, 0.75614], [-1.18667, 3.30926, 0.97226], [-0.62964, 3.32861, -1.30999], [-1.99807, 2.25378, -1.04518], [1.24934, 2.18604, -2.73701], [1.55471, 0.42404, -1.88986], [1.67908, 1.94496, -1.02398], [-0.71624, 2.59312, -3.70380], [-1.93115, 1.91338, -5.74185], [-2.87945, -0.39957, -5.85758], [-2.62971, -1.91294, -3.94567], [-1.87536, 2.53742, 3.51447], [-0.86845, 2.83869, 5.71696], [1.36464, 1.81720, 6.18791], [2.51293, 0.54485, 4.42683], [1.48806, -0.95678, -1.10397], [-3.75809, -3.31235, 1.24243], [-2.59947, -3.87324, 2.43697], [-2.93671, -4.98339, 3.18649], [-2.06787, -5.46806, 4.15386], [-0.85706, -4.80027, 4.33827], [-0.53044, -3.69547, 3.58448], [-1.38726, -3.16081, 2.58578], [-1.03734, -2.00258, 1.84357], [-3.89109, -5.46091, 3.00281], [-2.32812, -6.33798, 4.74208], [-0.15324, -5.15462, 5.08344], [0.42021, -3.19644, 3.73884], [-0.26727, -1.40035, 2.30798], [-1.81535, -1.60054, 1.20726]], "forces_ev_per_a": [[2.213, -2.853, -1.270], [0.017, 0.057, -0.051], [-0.028, -0.189, -0.323], [-0.014, 0.334, -0.032], [-0.058, 0.245, -0.177], [-0.242, -0.052, 0.666], [-0.538, 0.389, 0.407], [0.135, 0.611, -0.288], [0.077, -0.055, 0.076], [-0.031, -0.053, -0.019], [0.009, 0.074, -0.034], [0.046, -0.072, 0.104], [-0.224, -0.024, -0.330], [-0.665, 0.418, 0.430], [-0.362, 0.315, 0.145], [0.008, -0.094, -0.097], [0.120, -0.042, 0.056], [-0.117, 0.080, 0.025], [0.034, -0.099, -0.151], [0.062, 0.124, 0.383], [-0.128, 0.449, -0.143], [-0.123, 0.016, -0.121], [0.059, 0.011, 0.002], [-0.048, -0.106, 0.032], [0.009, -0.036, -0.026], [0.113, -0.038, 0.274], [-0.062, -0.018, -0.070], [-0.006, -0.008, 0.066], [0.142, -0.205, -0.163], [0.547, 0.211, -0.629], [-0.063, 0.090, -0.003], [-0.016, 0.009, -0.024], [-0.006, -0.002, -0.001], [0.004, 0.005, -0.005], [0.001, 0.002, -0.010], [-0.011, 0.012, 0.017], [0.003, 0.002, 0.003], [-0.007, 0.003, 0.005], [-0.004, 0.001, 0.013], [-0.441, -0.153, 0.828], [0.007, -0.040, 0.028], [0.027, 0.097, -0.127], [0.004, -0.009, 0.031], [-0.026, 0.029, -0.039], [0.031, -0.010, 0.031], [0.013, 0.083, -0.026], [0.215, -0.442, -0.256], [0.128, 0.325, -0.319], [0.006, -0.014, 0.014], [0.003, -0.001, 0.002], [-0.005, -0.005, 0.000], [0.003, -0.018, 0.016], [-0.480, 0.307, 0.401], [-0.329, 0.341, 0.677]], "mulliken_charge": [1.13, -1.27, 0.92, -0.81, -0.88, 0.88, -1.37, -0.18, -0.37, -0.93, -0.53, -0.81, 0.94, -0.49, 0.02, -0.42, -0.92, -0.52, -0.73, 0.62, -0.50, 0.39, 0.39, 0.34, 0.50, 0.41, 0.33, 0.48, 0.37, 0.57, 0.34, 0.26, 0.37, 0.35, 0.43, 0.23, 0.39, 0.36, 0.40, -1.05, -0.28, 0.64, -0.61, -0.42, -0.60, -0.54, 0.26, -0.28, 0.37, 0.35, 0.33, 0.36, -0.08, -0.14], "de_lowest_kj_mol": 328.1, "total_charge": -1, "e_tot_ha": -2546.41551, "max_force_ev_per_a": 3.8, "homo_ev": -3.22}


{"formula": "C4H6O", "method": "ωB97M-V/def2-TZVPD", "symbols": ["C", "C", "C", "C", "O", "H", "H", "H", "H", "H", "H"], "coordinates": [[1.84242, 0.44216, 0.78794], [0.96266, 0.86941, 0.08349], [-0.34297, 0.86232, -0.56388], [-1.00695, -0.52067, -0.18997], [-0.32360, -1.33733, 0.72781], [2.57332, 0.03007, 1.44461], [-0.26318, 0.97073, -1.65266], [-0.96550, 1.69961, -0.22656], [-1.17812, -1.07103, -1.12164], [-1.96280, -0.32645, 0.29630], [0.53209, -1.58873, 0.35254]], "forces_ev_per_a": [[-0.045, 0.425, -0.283], [0.379, -0.416, 0.418], [0.036, -0.022, 0.053], [-0.418, 0.021, -0.220], [0.054, -0.204, -0.139], [0.124, 0.261, -0.098], [0.068, -0.112, 0.222], [0.167, -0.187, 0.081], [-0.108, 0.065, 0.060], [-0.038, 0.005, -0.214], [-0.219, 0.165, 0.120]], "mulliken_charge": [-0.17, -0.25, -0.43, -0.37, -0.53, 0.37, 0.27, 0.28, 0.25, 0.28, 0.30], "de_lowest_kj_mol": 176.3, "e_tot_ha": -231.15657, "smiles": "C#CCCO", "max_force_ev_per_a": 0.7, "homo_ev": -9.95}